[1]
C3H5NO2S | the ωB97M-V functional and the def2-TZVPD basis

M (g mol⁻¹): 119.14
HOMO level (eV): -9.566
Kohn-Sham gap (eV): 10.296

Structure (ORCA input):
```
! RIJCOSX wB97M-V def2-TZVPD def2/J DEFGRID3
* xyz 0 1
C 0.35522 -0.43009 -0.13798
C -0.97132 1.40803 0.41755
C 1.69315 -0.98250 -0.21956
N -0.58893 -1.13317 0.27842
O -2.49569 0.03577 -1.08627
O 0.25194 0.91269 -0.14068
S -2.10666 -0.15783 0.25194
H -0.84011 1.61310 1.48910
H -1.37900 2.23661 -0.19509
H 2.24390 -0.12648 -0.01198
H 1.98350 -1.47225 -1.17455
H 1.85400 -1.90387 0.52909
*
```

natural (NBO) atomic charge list, values in e, 6 entries: 0.57, -0.28, -0.68, -0.69, -0.96, -0.50

***

[2]
C2H2NOS2 | the ωB97M-V functional and the def2-TZVPD basis

M (g mol⁻¹): 120.18
HOMO level (spin up / spin down) (eV): -1.423 / -4.702
Kohn-Sham gap (spin up / spin down) (eV): 4.848 / 5.974

Structure (ORCA input):
```
! RIJCOSX wB97M-V def2-TZVPD def2/J DEFGRID3
* xyz -1 3
C 0.01643 1.04009 -1.01695
C 0.15894 -1.30632 -0.26444
N 0.20251 -0.10376 -0.43204
O -0.60768 1.21354 -2.11175
S 0.57515 -2.81564 -0.01639
S -0.61814 -0.45537 2.43449
H 0.37158 1.83902 -0.32416
H -0.09880 0.58845 1.73124
*
```

natural (NBO) atomic charge list, values in e, 6 entries: 0.34, 0.09, -0.53, -0.71, -0.23, -0.15

***

[3]
C22H24CsN5O2 | the ωB97M-V functional and the def2-TZVPD basis

M (g mol⁻¹): 523.37
HOMO level (eV): -7.330
Kohn-Sham gap (eV): 6.933

Structure (ORCA input):
```
! RIJCOSX wB97M-V def2-TZVPD def2/J DEFGRID3
* xyz 0 1
Cs -0.16220 -0.03253 0.03292
O 5.43023 -1.13227 -5.21992
C 5.07005 -0.00090 -4.85717
O 5.43338 1.13150 -5.21274
C 3.92698 -0.00209 -3.80589
C 3.40305 1.17693 -3.31345
C 2.39025 1.14838 -2.36355
N 1.87975 -0.00394 -1.88607
C 2.38921 -1.15594 -2.36618
C 3.40110 -1.18219 -3.31733
C 1.86673 -2.47984 -1.85766
C 2.39311 -3.68708 -2.33376
C 1.90138 -4.88159 -1.84848
C 0.89411 -4.87233 -0.89672
C 0.42641 -3.63825 -0.47634
N 0.89845 -2.48749 -0.94228
C 1.86706 2.46967 -1.85149
C 2.38534 3.67960 -2.33030
C 1.89376 4.87170 -1.83904
C 0.89232 4.85730 -0.88092
C 0.43020 3.62092 -0.46045
N 0.90524 2.47217 -0.92891
H 3.83027 2.08457 -3.70610
H 3.82625 -2.08899 -3.71412
H 3.17634 -3.70016 -3.07161
H 2.30400 -5.81777 -2.21192
H 0.47955 -5.78298 -0.48920
H -0.36084 -3.56780 0.26806
H 3.16197 3.69572 -3.07501
H 2.29059 5.80993 -2.20363
H 0.47611 5.76580 -0.47012
H -0.35359 3.54633 0.28720
C 0.05247 -1.81903 5.85440
C -0.29397 -0.33597 5.92421
N 0.67334 0.54113 5.27586
C 1.63171 1.21345 6.14539
C 2.76262 0.31671 6.62629
C 0.72703 0.61122 3.91247
C 1.80346 1.46906 3.30489
N -0.07724 0.01383 3.10359
H -0.74310 -2.41244 6.30448
H 0.97646 -2.03315 6.38783
H 0.18334 -2.15424 4.82634
H -0.36318 -0.02103 6.96613
H -1.28396 -0.15115 5.49230
H 1.07713 1.61444 6.99818
H 2.03434 2.07838 5.62220
H 2.39083 -0.50363 7.23867
H 3.46810 0.88656 7.23125
H 3.30543 -0.11139 5.78347
H 1.65303 2.52290 3.54406
H 1.76814 1.35503 2.22527
H 2.79775 1.19019 3.65208
H -0.76500 -0.52815 3.61887
*
```

natural (NBO) atomic charge list, values in e, 6 entries: 0.96, -0.74, 0.73, -0.74, -0.04, -0.23

***

[4]
C5H8N2O | the ωB97M-V functional and the def2-TZVPD basis

M (g mol⁻¹): 112.13
HOMO level (spin up / spin down) (eV): -8.417 / -8.418
Kohn-Sham gap (spin up / spin down) (eV): 7.657 / 7.659

Structure (ORCA input):
```
! RIJCOSX wB97M-V def2-TZVPD def2/J DEFGRID3
* xyz 0 1
C -1.73185 0.34869 0.62921
C 0.84641 0.12587 0.18404
C -0.75115 -0.00894 -0.46724
C 0.52481 -1.67479 0.10392
C 1.75191 0.69235 -0.65834
O 0.96630 0.30212 1.56038
N -0.60771 -1.87086 -0.27090
N -0.79863 0.33818 -1.70054
H 1.56142 1.03926 1.74282
H -1.45857 -0.22001 -2.23766
H 1.38435 -2.21625 0.47526
H -1.51351 -0.17905 1.55231
H -2.73318 0.08793 0.28731
H -1.66992 1.42238 0.80934
H 1.52016 0.75959 -1.70928
H 2.70916 1.05353 -0.30063
*
```

natural (NBO) atomic charge list, values in e, 6 entries: -0.65, 0.12, 0.39, 0.11, -0.38, -0.71

***

[5]
C5H14S | the ωB97M-V functional and the def2-TZVPD basis

M (g mol⁻¹): 106.23
HOMO level (eV): -8.388
Kohn-Sham gap (eV): 9.295

Structure (ORCA input):
```
! RIJCOSX wB97M-V def2-TZVPD def2/J DEFGRID3
* xyz 0 1
C 1.37399 -2.03771 -1.03846
C 1.23662 -0.95183 -2.08526
S -0.39678 -0.18970 -2.50912
C -1.48948 -0.91453 -1.24294
H 2.40065 -2.13773 -0.68458
H 1.09115 -3.01392 -1.43356
H 0.77632 -1.82755 -0.15561
H 1.86994 -0.12202 -1.81064
H 1.56042 -1.32623 -3.05701
H -1.88343 -0.14861 -0.58078
H -2.24587 -1.52558 -1.72773
H -0.96796 -1.61396 -0.62305
C 0.21640 1.92160 1.73177
C -1.07439 2.04302 2.50032
H 0.24791 1.16783 0.92455
H 0.54769 2.76884 1.14228
H 0.99823 1.53954 2.38319
H -1.97684 1.98644 1.90736
H -1.12829 3.01781 3.00678
H -1.15627 1.36428 3.35250
*
```

natural (NBO) atomic charge list, values in e, 6 entries: -0.62, -0.51, 0.15, -0.74, 0.22, 0.21

***

[6]
C5H9NO | the ωB97M-V functional and the def2-TZVPD basis

M (g mol⁻¹): 99.13
HOMO level (eV): -8.546
Kohn-Sham gap (eV): 8.631

Structure (ORCA input):
```
! RIJCOSX wB97M-V def2-TZVPD def2/J DEFGRID3
* xyz 0 1
C -1.44286 0.84894 0.17126
C -0.21621 -0.01835 -0.04357
C 0.82851 0.80727 -1.15116
C 0.92421 0.22524 0.74664
O 0.47597 -1.90946 1.59415
C -0.10845 -2.17224 0.51485
N -0.46899 -1.32507 -0.45190
H -2.08347 0.80783 -0.71406
H -1.18894 1.89244 0.38720
H -2.01423 0.44385 1.01211
H 1.25447 1.79006 -0.92540
H 1.58270 0.13493 -1.55624
H 0.04782 0.95637 -1.89890
H 1.80457 -0.38883 0.65016
H 0.99584 1.12375 1.35903
H -0.39094 -3.21672 0.30582
*
```

natural (NBO) atomic charge list, values in e, 6 entries: -0.63, 0.14, -0.60, -0.05, -0.68, 0.47

***

Which of these has the highest M?
C22H24CsN5O2